# 1
87
Properties=species:S:1:pos:R:3:mulliken_spin:R:1 method="wB97M-V/def2-TZVPD" homo_lumo_gap_ha="0.270 / 0.337" multiplicity=4 charge=+1 de_lowest_kj_mol=78.7
V -3.69826 -16.05336 -8.16681 2.6790
C -4.52331 -20.94197 -7.76266 0.0000
C -3.60293 -19.76390 -7.77484 0.0299
C -2.20416 -19.77291 -7.67613 0.0261
C -1.88264 -18.45250 -7.47292 0.0640
N -2.90661 -17.64848 -7.68548 -0.1294
N -4.07156 -18.54477 -7.82239 0.0564
B -5.54837 -17.90926 -7.73261 -0.0689
N -5.44600 -16.98564 -9.07550 -0.1416
N -4.26885 -16.83637 -9.87732 0.1032
C -4.62214 -16.67535 -11.19527 0.1172
C -6.04667 -16.60090 -11.17761 -0.0335
C -6.51954 -16.72887 -9.87881 0.1156
C -7.85330 -16.73140 -9.31148 -0.0029
C -3.66188 -16.94817 -12.38216 0.0030
C -2.20146 -16.88656 -12.01868 0.0213
C -4.00678 -18.41478 -12.97807 0.0063
C -3.93596 -15.84953 -13.33664 0.0048
N -5.81857 -16.90619 -6.59216 0.0238
N -5.05322 -15.75699 -6.65088 -0.1564
C -5.01110 -15.19649 -5.46092 0.1125
C -5.85499 -15.92764 -4.58167 0.0113
C -6.49993 -16.91732 -5.36496 0.0148
C -7.63357 -17.89071 -5.17124 -0.0016
C -4.20312 -14.01333 -4.99381 -0.0397
C -5.22799 -12.91816 -4.74602 0.0027
C -3.56487 -14.41142 -3.66881 0.0033
C -3.13255 -13.61356 -6.01219 0.0607
C -0.47512 -17.92147 -7.19791 0.0072
C -0.22244 -16.54111 -7.86521 -0.0085
C -0.28654 -17.83741 -5.60769 0.0044
C 0.53099 -18.91890 -7.80813 0.0005
H -4.10726 -21.70927 -7.04497 0.0006
H -4.35357 -21.39060 -8.74507 0.0014
H -5.55237 -20.74429 -7.51744 0.0016
H -1.38622 -20.53451 -7.81926 0.0011
H -6.35571 -18.88253 -7.71232 0.0048
H -6.57599 -16.33971 -12.11367 0.0014
H -8.28632 -17.72917 -9.54795 0.0040
H -8.38144 -15.89841 -9.76978 0.0026
H -7.78281 -16.59201 -8.22058 -0.0002
H -1.89257 -17.56585 -11.21306 -0.0044
H -1.91897 -15.89170 -11.69841 -0.0001
H -1.55646 -17.07953 -12.89860 0.0001
H -4.63150 -18.97049 -12.24446 -0.0006
H -3.19342 -19.06230 -13.32162 0.0004
H -4.66509 -18.04062 -13.82277 -0.0004
H -3.58703 -14.90027 -12.97541 -0.0014
H -5.06369 -15.79032 -13.46247 0.0002
H -3.48912 -16.11586 -14.28854 0.0001
H -6.01745 -15.60520 -3.53582 0.0003
H -7.41231 -18.86927 -5.56765 0.0016
H -8.54613 -17.54768 -5.69429 0.0013
H -7.77883 -18.04769 -4.08779 -0.0002
H -5.88277 -13.17939 -3.81674 0.0002
H -5.73477 -12.65310 -5.72442 0.0001
H -4.73715 -12.03115 -4.35406 -0.0002
H -4.38835 -14.63689 -2.97647 0.0004
H -2.92130 -13.58605 -3.32633 -0.0006
H -3.05328 -15.35507 -3.77276 -0.0009
H -3.44261 -13.55977 -7.06286 0.0226
H -2.32291 -14.30127 -5.83797 -0.0041
H -2.68503 -12.63378 -5.79814 0.0054
H 0.44863 -15.96384 -7.22816 -0.0008
H -1.19541 -16.00927 -7.80838 0.0992
H 0.20923 -16.59122 -8.89030 0.0025
H -0.86520 -17.03070 -5.20202 -0.0018
H 0.69898 -17.59695 -5.38191 -0.0002
H -0.47580 -18.87596 -5.18765 0.0005
H 0.17784 -19.10490 -8.83198 -0.0003
H 0.37346 -19.87801 -7.29278 0.0001
H 1.54553 -18.62839 -7.75853 0.0004
C -5.47902 -10.83229 -9.88501 0.0003
N -4.81359 -12.19744 -10.07218 0.0020
C -3.51142 -12.32025 -10.75005 -0.0023
C -2.94861 -13.55489 -10.11235 0.0319
O -1.86329 -14.00767 -10.47411 0.0013
N -3.84300 -13.98596 -9.07218 -0.1250
C -4.92775 -13.17919 -9.18916 0.0260
N -6.11928 -13.36767 -8.55144 0.0097
H -5.40623 -10.51217 -8.83423 0.0001
H -6.47677 -10.92298 -10.26663 0.0000
H -4.99978 -10.02937 -10.44449 0.0001
H -2.79133 -11.45651 -10.52848 0.0000
H -3.64625 -12.35511 -11.83665 -0.0007
H -6.18708 -14.28513 -8.09716 0.0348
H -6.93005 -12.91483 -8.93952 -0.0004


# 2
94
Properties=species:S:1:pos:R:3:lowdin_charge:R:1 method="wB97M-V/def2-TZVPD" homo_lumo_gap_ha=0.377 smiles="C[C@@H]1COC(=O)O1.C[C@@H]1COC(=O)O1.C[C@@H]1COC(=O)O1.C[C@@H]1COC(=O)O1.C[C@@H]1COC(=O)O1.CCCOBCCCCOC=O" charge=0 de_lowest_kj_mol=0.0
C 0.31604 -4.99231 -2.90026 -0.1014
C -1.27492 -5.13931 -2.82699 -0.2007
C -1.79187 -4.28203 -1.58838 -0.2159
O -1.03724 -4.56258 -0.36855 -0.0360
B -1.38708 -5.84402 0.13101 -0.2430
C -0.40700 -6.74249 1.07683 -0.1363
C 1.03304 -6.09786 1.28385 -0.2056
C 2.07514 -6.36230 0.11311 -0.1562
C 1.84344 -7.67783 -0.72702 -0.1997
O 2.27425 -8.87569 0.01183 -0.0868
C 1.38868 -9.92705 -0.33980 -0.2787
O 1.31349 -10.39049 -1.48085 0.0525
H 0.74739 -4.25853 -2.15934 0.0774
H 0.65596 -4.63367 -3.92959 0.0776
H 0.77621 -6.00761 -2.71839 0.0572
H -1.59816 -6.23210 -2.77922 0.1112
H -1.69319 -4.74723 -3.81052 0.1052
H -2.90859 -4.47142 -1.43444 0.1225
H -1.67757 -3.17710 -1.88827 0.1165
H -2.45845 -6.30453 -0.09129 0.0841
H -0.91728 -6.71904 2.10478 0.1136
H -0.41012 -7.82769 0.76071 0.0847
H 1.46765 -6.35075 2.30639 0.1117
H 0.87045 -4.96812 1.31932 0.1044
H 2.19629 -5.48797 -0.60256 0.1089
H 3.09426 -6.48170 0.61188 0.1104
H 2.53022 -7.62081 -1.63955 0.1344
H 0.79121 -7.82887 -1.10682 0.1101
H 0.74509 -10.31984 0.50994 0.1537
C 6.51753 -3.94555 -1.04099 -0.0194
C 5.42758 -3.37903 -0.15924 -0.3356
C 5.92900 -2.70618 1.08548 -0.1002
O 4.81246 -2.83472 1.96249 0.0629
C 4.13655 -3.95175 1.57477 -0.5222
O 3.24924 -4.45471 2.19927 0.1503
O 4.60766 -4.41572 0.38270 0.0683
H 7.06387 -3.14736 -1.54675 0.0916
H 7.22834 -4.53909 -0.45950 0.0883
H 6.09190 -4.61330 -1.79348 0.0884
H 4.78107 -2.71486 -0.74307 0.1645
H 6.17877 -1.65678 0.92515 0.1434
H 6.78469 -3.21333 1.54222 0.1399
C 1.33981 -0.34145 2.53682 -0.0074
C 2.18186 0.75194 1.91861 -0.3352
C 1.42168 1.67382 1.01015 -0.0896
O 2.44919 2.14706 0.13890 0.0656
C 3.39602 1.16906 0.08709 -0.5433
O 4.31115 1.15081 -0.68288 0.1454
O 3.16059 0.21237 1.02864 0.0765
H 0.67644 0.06379 3.30320 0.0917
H 0.73100 -0.84624 1.78192 0.0926
H 1.97707 -1.10521 2.98916 0.0873
H 2.71277 1.30364 2.70278 0.1603
H 0.95318 2.50032 1.54457 0.1154
H 0.66604 1.16391 0.40485 0.1461
C -4.66057 0.79915 -4.89240 -0.0211
C -3.63178 -0.15113 -4.32208 -0.3440
C -4.20858 -1.24460 -3.46941 -0.0995
O -3.11324 -1.56580 -2.61433 0.0317
C -2.36194 -0.43106 -2.50279 -0.5354
O -1.46855 -0.28644 -1.72447 0.1616
O -2.77063 0.51268 -3.39726 0.0904
H -5.23752 0.31948 -5.68530 0.0904
H -5.35228 1.14361 -4.11901 0.0901
H -4.17483 1.68901 -5.29876 0.0895
H -3.00794 -0.55468 -5.12745 0.1612
H -4.51538 -2.11524 -4.05025 0.1427
H -5.04594 -0.91592 -2.84644 0.1426
C -0.96346 7.22560 2.36642 -0.0236
C -1.12114 5.86412 3.00560 -0.3388
C -0.03546 4.88910 2.65319 -0.1118
O -0.69402 3.63384 2.82429 0.0320
C -2.02204 3.85784 2.59537 -0.5367
O -2.84149 2.99793 2.47912 0.1633
O -2.28296 5.19261 2.51584 0.0917
H -0.14652 7.78218 2.82973 0.0972
H -0.76160 7.14064 1.29669 0.0812
H -1.88421 7.80359 2.46614 0.0837
H -1.23088 5.97010 4.09085 0.1599
H 0.83061 4.96577 3.31178 0.1432
H 0.29708 4.96415 1.61312 0.1413
C -3.69310 12.46216 2.57275 -0.0216
C -3.02165 11.99215 1.30191 -0.3450
C -3.97359 11.52886 0.23669 -0.1053
O -3.16548 10.62265 -0.51065 0.0682
C -2.23497 10.12580 0.35241 -0.5307
O -1.50811 9.20973 0.11085 0.1543
O -2.24784 10.81365 1.52994 0.0811
H -4.18313 13.42576 2.42164 0.0911
H -4.44113 11.74176 2.91452 0.0896
H -2.96125 12.56123 3.37750 0.0890
H -2.34445 12.76776 0.92760 0.1615
H -4.32974 12.34321 -0.39503 0.1423
H -4.83309 10.97823 0.63104 0.1415